1.
Formula: C19H31N3O2S
Source: OMol25
Level of theory: ωB97M-V/def2-TZVPD

```
56
Properties=species:S:1:pos:R:3:forces:R:3:lowdin_charge:R:1
C -1.50106 -2.68079 1.29188 0.21 0.01 0.00 -0.1073
C -0.51702 -3.03280 0.18389 -0.26 -0.09 -0.06 -0.2476
C -1.14504 -3.02309 -1.21003 0.20 0.26 0.05 -0.1910
C -1.35423 -1.62006 -1.78057 -0.07 -0.18 -0.15 -0.1917
N -2.27925 -0.80149 -1.01720 -0.10 0.19 0.03 -0.1414
C -3.65760 -1.22339 -1.12227 0.07 -0.16 -0.31 -0.1811
N -4.45073 -0.39637 -0.25255 0.12 -0.16 -0.05 0.0234
C -4.10166 0.86252 0.09838 -0.07 -0.10 -0.14 -0.8413
S -5.03814 1.68370 1.18903 -0.55 0.39 0.63 0.6209
N -3.01223 1.39045 -0.48765 -0.20 -0.35 0.07 -0.0865
C -2.60836 2.75033 -0.21080 -0.04 0.36 0.33 -0.1892
C -1.76314 2.86771 1.06691 -0.08 -0.04 -0.25 -0.1310
C -0.51482 2.03783 0.99603 0.06 0.02 0.14 -0.2464
C -0.36903 0.88916 1.75388 -0.04 0.12 -0.05 -0.0338
C 0.77724 0.11971 1.65291 0.18 -0.11 -0.04 -0.0180
C 1.80550 0.45907 0.78378 0.12 -0.03 -0.04 -0.1890
O 2.93476 -0.30156 0.61157 -0.17 0.26 -0.19 -0.0808
C 3.18058 -1.37751 1.49333 0.14 -0.31 0.19 -0.2557
C 4.56124 -1.92739 1.16866 -0.39 0.24 0.01 -0.0589
C 1.67878 1.63636 0.02123 -0.10 0.09 0.01 -0.1886
O 2.57929 2.10909 -0.88858 -0.26 -0.14 -0.03 -0.0382
C 3.95963 1.81037 -0.75849 0.66 0.02 -0.11 -0.2505
C 4.72228 2.81529 -1.60925 -0.36 -0.21 0.24 -0.0644
C 0.52278 2.39685 0.14651 0.20 -0.21 0.08 0.0305
C -2.19335 0.59502 -1.37397 0.25 -0.11 -0.43 -0.1427
H -2.33424 -3.38091 1.29796 -0.13 -0.09 0.04 0.0727
H -1.88456 -1.67619 1.14669 -0.08 0.05 0.09 0.0481
H -1.01172 -2.73278 2.26204 -0.01 -0.02 0.17 0.0679
H -0.10881 -4.02940 0.37308 0.09 0.04 0.00 0.1054
H 0.31059 -2.32157 0.19672 0.14 0.00 0.00 0.0826
H -0.47809 -3.54366 -1.90164 -0.09 -0.04 -0.06 0.1111
H -2.08594 -3.57510 -1.19194 -0.04 -0.11 -0.07 0.1003
H -1.68522 -1.70503 -2.83210 0.09 0.05 0.01 0.1235
H -0.39268 -1.10036 -1.77271 0.01 0.00 -0.07 0.1239
H -3.74835 -2.26357 -0.80316 -0.03 0.09 -0.04 0.1226
H -4.02972 -1.14285 -2.16964 0.17 -0.09 0.18 0.1356
H -5.22242 -0.79511 0.25612 0.08 0.15 -0.01 0.1144
H -2.05053 3.11662 -1.07515 0.00 -0.01 -0.03 0.1248
H -3.51536 3.34855 -0.08676 0.17 -0.03 -0.13 0.0852
H -2.37573 2.54863 1.91035 -0.01 0.08 -0.02 0.0882
H -1.50887 3.92052 1.20299 -0.02 0.05 0.06 0.1225
H -1.15147 0.58619 2.43237 -0.13 -0.03 0.08 0.1183
H 0.85783 -0.76826 2.25842 0.05 -0.13 0.03 0.1021
H 3.14456 -1.02928 2.53480 -0.07 -0.03 -0.11 0.1299
H 2.42357 -2.16300 1.35862 0.02 0.13 0.07 0.1135
H 4.78694 -2.76583 1.82123 0.05 -0.09 0.05 0.0762
H 5.31286 -1.15472 1.30665 0.10 0.04 0.03 0.0774
H 4.59366 -2.26127 0.13505 0.03 -0.07 -0.09 0.0785
H 4.16215 0.78947 -1.10156 -0.03 0.19 0.12 0.1183
H 4.26509 1.89290 0.29109 -0.06 -0.06 -0.09 0.1291
H 5.78822 2.61379 -1.55165 0.12 -0.01 -0.02 0.0744
H 4.40048 2.74307 -2.64451 0.02 0.01 -0.13 0.0754
H 4.53003 3.82552 -1.25767 0.03 0.12 0.01 0.0761
H 0.45961 3.29538 -0.44909 0.02 0.14 -0.10 0.1327
H -1.15477 0.91913 -1.26593 -0.14 -0.06 -0.06 0.1233
H -2.51355 0.77011 -2.42727 0.12 -0.05 0.16 0.1464
```
Positions in Å, forces in eV/Å.

Structure (SMILES): CCCCN1CNC(=S)N(CCc2ccc(OCC)c(OCC)c2)C1
Relative energy (zero: lowest compared OMol25 entry of this formula, charge and spin) (kcal/mol): 4.1
Gap between HOMO and LUMO (eV): 8.56



2.
Formula: C19H31N3O4S
Source: OMol25
Level of theory: ωB97M-V/def2-TZVPD

```
58
Properties=species:S:1:pos:R:3:forces:R:3:lowdin_charge:R:1
C -3.86485 -2.75472 -0.97920 0.10 0.00 0.16 -0.0977
C -3.71112 -2.46903 0.50914 -0.21 0.03 -0.10 -0.2473
C -4.88284 -1.69350 1.11060 0.27 0.10 -0.10 -0.1849
C -5.09105 -0.30363 0.50429 -0.35 -0.33 -0.12 -0.1576
N -3.93282 0.56847 0.59502 -0.20 -0.11 0.09 -0.0826
C -3.48025 0.88371 1.92878 0.24 0.04 0.15 -0.0292
C -3.30687 0.93308 -0.54003 0.08 0.48 -0.05 -0.4592
O -3.65551 0.51919 -1.63798 0.15 -0.05 -0.38 0.0350
C -2.14476 1.91302 -0.45711 0.09 -0.28 -0.11 -0.0405
C -0.84201 1.20400 -0.07532 0.40 0.57 0.49 -0.3409
N -0.65424 0.01086 -0.88684 0.00 -0.80 0.29 -0.0642
S -0.16448 -1.35221 -0.06984 0.22 0.22 -0.13 0.6613
O -0.53540 -2.48791 -0.85864 0.01 0.10 -0.29 -0.2718
O -0.59076 -1.29225 1.30624 0.38 0.12 -0.10 -0.3014
C 1.60627 -1.16077 -0.13109 -0.55 -0.10 0.24 -0.2937
C 2.33549 -0.89312 1.01013 -0.16 -0.08 -0.06 -0.0472
C 3.70429 -0.70942 0.92993 0.14 0.03 0.08 0.0125
C 4.34046 -0.79825 -0.30798 -0.35 0.00 0.22 -0.2082
N 5.71470 -0.62711 -0.46328 -0.03 -0.09 -0.45 0.1163
C 6.66107 -0.31877 0.47991 0.37 0.01 -0.31 -0.5077
C 8.05072 -0.24209 -0.11560 0.04 0.05 0.25 0.0004
O 6.42432 -0.12657 1.64745 -0.07 0.03 0.27 0.0776
C 3.58874 -1.07555 -1.45380 -0.10 0.00 0.08 -0.0066
C 2.22376 -1.25544 -1.36376 0.17 -0.03 -0.09 -0.0538
C 0.41323 2.09662 -0.19743 -0.18 0.18 0.00 -0.3778
C 0.66413 2.55040 -1.63277 0.01 -0.18 0.27 -0.0609
C 0.34709 3.28940 0.75299 0.08 -0.30 -0.13 -0.0608
H -3.92640 -1.83242 -1.55049 -0.03 0.05 -0.11 0.0525
H -2.99524 -3.30498 -1.32881 0.01 -0.09 -0.12 0.0598
H -4.75960 -3.34538 -1.16967 -0.10 -0.08 -0.07 0.0744
H -3.62201 -3.41717 1.04485 0.10 0.04 0.06 0.1124
H -2.78166 -1.92350 0.67394 -0.07 -0.05 0.12 0.0619
H -4.72791 -1.60164 2.18815 -0.10 -0.03 0.08 0.1015
H -5.80751 -2.25482 0.95572 -0.06 0.01 0.08 0.1132
H -5.92722 0.18943 1.01612 0.06 -0.01 -0.06 0.1249
H -5.33578 -0.39146 -0.55454 -0.04 0.05 0.16 0.1154
H -3.05374 1.88388 1.97806 0.00 -0.01 0.04 0.0868
H -4.33607 0.84545 2.60273 0.03 0.04 0.00 0.0968
H -2.73249 0.16265 2.27114 -0.03 0.03 0.09 0.0903
H -2.04139 2.33087 -1.45965 -0.13 0.01 0.06 0.1263
H -2.35293 2.72048 0.24270 0.08 0.02 -0.01 0.1133
H -0.90555 0.87223 0.96880 -0.09 0.23 -0.11 0.1187
H -1.40555 -0.18064 -1.53442 -0.20 -0.32 -0.19 0.1086
H 1.81858 -0.83397 1.95476 0.01 0.03 0.16 0.1176
H 4.28455 -0.49901 1.81245 -0.02 0.00 0.00 0.1030
H 6.04675 -0.75184 -1.41019 0.03 0.04 0.22 0.1417
H 8.08910 0.52472 -0.88658 0.02 0.04 -0.09 0.0840
H 8.76052 0.00466 0.66822 -0.03 0.00 0.01 0.0848
H 8.32403 -1.19847 -0.55657 0.04 -0.06 -0.07 0.0845
H 4.08226 -1.14948 -2.41261 0.03 -0.01 -0.11 0.1135
H 1.62346 -1.47650 -2.23102 0.02 -0.01 -0.21 0.1199
H 1.25569 1.46490 0.10557 -0.07 0.06 -0.01 0.1203
H 0.60877 1.69784 -2.30398 0.04 -0.04 -0.18 0.0734
H -0.06578 3.29356 -1.94349 -0.08 0.12 -0.09 0.0747
H 1.65334 2.99505 -1.71353 0.08 0.06 -0.06 0.0802
H 0.12783 2.96152 1.76664 -0.04 0.03 0.18 0.0810
H -0.41734 3.99636 0.43987 -0.10 0.13 -0.01 0.0753
H 1.30198 3.80932 0.76205 0.07 0.10 0.04 0.0803
```
Positions in Å, forces in eV/Å.

Structure (SMILES): CCCCN(C)C(=O)C[C@@H](NS(=O)(=O)c1ccc(NC(C)=O)cc1)C(C)C
Relative energy (zero: lowest compared OMol25 entry of this formula, charge and spin) (kcal/mol): 0.0
Gap between HOMO and LUMO (eV): 9.42



3.
Formula: C19H31N3O4S
Source: OMol25
Level of theory: ωB97M-V/def2-TZVPD

```
58
Properties=species:S:1:pos:R:3:forces:R:3:lowdin_charge:R:1
C -2.00010 -4.80338 -0.77529 0.22 0.19 0.31 -0.0585
C -1.52689 -4.52133 0.64767 -0.35 -0.34 -0.14 -0.2407
O -0.41201 -3.65566 0.68974 0.26 0.41 0.00 -0.0515
C -0.58657 -2.31339 0.48456 0.29 0.11 -0.16 -0.1985
C -1.79592 -1.66064 0.33711 0.18 -0.10 0.03 0.0531
C -1.88665 -0.27772 0.15788 0.48 0.03 0.16 -0.1468
N -3.17156 0.25769 0.05258 -0.21 0.16 -0.07 -0.0970
C -4.00563 -0.15634 -1.05896 -0.37 0.04 -0.01 -0.1344
C -5.47292 -0.00314 -0.65266 0.18 -0.24 -0.24 -0.1960
O -5.75921 1.32344 -0.27891 -0.09 0.09 -0.12 -0.1311
C -4.92741 1.73210 0.78308 0.34 0.15 0.16 -0.1896
C -3.44394 1.63273 0.41206 -0.49 0.15 0.20 -0.1423
C -0.69954 0.47928 0.15124 -0.23 -0.13 -0.10 -0.1882
O -0.79596 1.82461 -0.08708 -0.27 -0.35 -0.07 -0.0768
C 0.28799 2.67675 0.23765 0.31 0.23 0.20 -0.2302
C 0.52610 2.80122 1.73793 -0.16 -0.11 -0.35 -0.0518
C 0.51284 -0.17306 0.33527 -0.07 -0.04 0.06 0.0408
C 0.59323 -1.55318 0.47151 -0.41 0.09 -0.14 -0.1639
N 1.81297 -2.20963 0.67466 -0.25 -0.19 0.09 0.0610
C 3.01978 -1.94832 0.11193 0.09 -0.09 -0.22 -0.8771
S 4.37413 -2.67663 0.72238 0.52 -0.33 0.36 0.6211
N 3.04815 -1.12811 -0.95847 -0.58 -0.01 0.23 -0.0090
C 4.24196 -0.54499 -1.50933 0.37 0.27 -0.24 -0.2205
C 4.24754 0.97540 -1.33529 -0.01 -0.06 0.33 -0.1541
C 4.31849 1.37645 0.14523 -0.07 -0.21 -0.20 -0.2244
O 3.77706 2.65273 0.40571 -0.15 0.05 0.12 -0.2136
C 4.57534 3.72212 -0.03762 -0.01 0.01 -0.04 -0.1073
H -1.18565 -5.22935 -1.35574 0.04 -0.05 -0.07 0.0811
H -2.32787 -3.88923 -1.26424 -0.07 0.04 -0.08 0.0627
H -2.82571 -5.50922 -0.75380 -0.11 -0.07 -0.02 0.0779
H -2.34536 -4.12818 1.26289 0.11 -0.04 0.01 0.1177
H -1.16564 -5.44594 1.10669 -0.12 0.14 0.00 0.1254
H -2.72219 -2.21006 0.37637 -0.10 -0.08 0.05 0.1140
H -3.79584 -1.19285 -1.32189 -0.02 0.01 -0.01 0.1168
H -3.81471 0.47694 -1.94164 -0.01 -0.09 -0.01 0.1350
H -6.13482 -0.23623 -1.48866 0.05 -0.05 0.04 0.1249
H -5.68969 -0.68211 0.18695 0.03 0.02 -0.08 0.1265
H -5.20076 2.76524 1.00302 0.05 -0.04 0.04 0.1251
H -5.12136 1.10581 1.66763 0.03 0.07 -0.04 0.1270
H -2.83763 1.90876 1.27319 -0.03 0.06 -0.03 0.1298
H -3.23102 2.32421 -0.41598 0.01 -0.01 0.12 0.1304
H 1.20912 2.35995 -0.26416 -0.09 0.03 -0.03 0.0976
H -0.00827 3.64388 -0.17727 0.12 -0.11 0.00 0.1275
H -0.32864 3.26885 2.22088 -0.07 0.04 0.06 0.0761
H 0.68204 1.82172 2.18356 0.06 -0.05 0.10 0.0744
H 1.41283 3.40402 1.90819 0.11 0.06 0.06 0.0730
H 1.42362 0.39998 0.38663 0.09 0.08 0.03 0.1027
H 1.77086 -3.04071 1.24870 0.22 0.14 -0.07 0.1257
H 2.16417 -0.78958 -1.31099 0.04 -0.03 0.03 0.1336
H 5.09078 -0.99574 -0.98926 -0.11 0.00 -0.17 0.0641
H 4.30833 -0.79303 -2.57415 0.07 -0.03 0.13 0.1227
H 5.09358 1.39076 -1.88378 -0.02 0.03 -0.10 0.1120
H 3.32963 1.38993 -1.76305 0.00 0.08 -0.03 0.1155
H 3.71693 0.68936 0.74611 0.13 -0.02 -0.03 0.1120
H 5.35580 1.31848 0.50201 -0.06 -0.02 0.03 0.1308
H 5.58845 3.65515 0.37583 0.00 0.02 -0.01 0.0913
H 4.64022 3.75851 -1.13062 0.02 0.03 0.01 0.0854
H 4.09752 4.63167 0.32200 0.08 0.05 -0.05 0.0885
```
Positions in Å, forces in eV/Å.

Structure (SMILES): CCOc1cc(N2CCOCC2)c(OCC)cc1NC(=S)NCCCOC
Relative energy (zero: lowest compared OMol25 entry of this formula, charge and spin) (kcal/mol): 55.0
Gap between HOMO and LUMO (eV): 8.06



> Which of these has the highest relative energy (zero: lowest compared OMol25 entry of this formula, charge and spin)?

number 3



> relative energy (zero: lowest compared OMol25 entry of this formula, charge and spin) of number 2 (C19H31N3O4S)?

0.0 kcal/mol



> Which of these has the highest gap between HOMO and LUMO?

number 2